Record 1
C3H6N4 | the ωB97M-V functional and the def2-TZVPD basis

As for the HOMO-LUMO gap: 8.66 eV. The energy above the lowest of the compared OMol25 structures with the same formula, charge and spin comes out at 626.9 kJ/mol. The HOMO energy is -8.55 eV. Its lowest unoccupied orbital energy is 0.115 eV.

Each line ends with the Löwdin charge.
Positions of all 13 atoms, in Å:
N1 2.327 0.090 -0.222  -0.056
N2 1.358 -0.771 -0.056  -0.140
C1 0.053 -0.552 -0.207  -0.294
C2 -1.086 -1.317 0.001  -0.201
N3 -2.149 -0.721 0.047  -0.011
N4 -1.991 0.631 0.015  -0.097
C3 -0.432 0.882 0.026  -0.135
H1 3.102 -0.629 0.444  0.185
H2 2.448 0.797 0.647  0.116
H3 -1.053 -2.436 -0.147  0.140
H4 -2.298 1.108 -1.005  0.185
H5 -0.280 1.731 -0.780  0.126
H6 0.002 1.188 1.237  0.179

=====

Record 2
C6H10N2O2 | the ωB97M-V functional and the def2-TZVPD basis

As for the HOMO-LUMO gap: 9.30 eV. The energy above the lowest of the compared OMol25 structures with the same formula, charge and spin comes out at 284.2 kJ/mol. The HOMO energy is -8.84 eV. Its lowest unoccupied orbital energy is 0.460 eV.

Each line ends with the Löwdin charge.
Positions of all 20 atoms, in Å:
C1 1.274 2.524 -0.270  -0.002
C2 0.514 1.566 -0.744  -0.113
C3 0.009 0.373 0.086  -0.467
N1 0.860 0.139 1.172  0.067
C4 -1.475 0.251 0.335  0.035
C5 -0.801 -0.766 -0.552  -0.367
N2 -0.608 -2.098 -0.125  0.082
C6 -0.969 -0.751 -2.064  -0.473
O1 -1.382 0.217 -2.593  0.117
O2 -0.812 -1.919 -2.754  0.068
H1 1.354 3.403 -0.939  0.068
H2 1.575 2.413 0.798  0.069
H3 -0.077 1.567 -1.716  0.111
H4 0.224 -0.468 1.886  0.142
H5 1.663 -0.474 1.003  0.091
H6 -1.868 -0.093 1.194  0.070
H7 -2.084 1.045 -0.264  0.167
H8 0.275 -2.529 -0.370  0.101
H9 -0.787 -2.117 0.861  0.078
H10 -0.937 -2.718 -2.081  0.157

=====

Record 3
C34H51F3N4OReSSb | the ωB97M-V functional and the def2-TZVPD basis

Its net charge is +3. As for the expectation value of S²: 3.772. As for the HOMO-LUMO gap (spin up / spin down): 5.75 / 5.95 eV. As for the multiplicity: 4. The HOMO energy (spin up / spin down) is -14.62 / -16.06 eV. Its lowest unoccupied orbital energy (spin up / spin down) is -8.872 / -10.116 eV.

Each line ends with the Mulliken spin population.
Positions of all 96 atoms, in Å:
Re1 1.173 0.951 0.394  1.904
C1 -0.888 2.118 2.902  -0.010
C2 -1.473 1.485 1.639  0.000
N1 -0.750 1.623 0.371  -0.008
C3 -0.692 2.988 -0.145  0.049
C4 0.550 3.749 0.338  0.037
N2 1.747 2.922 0.171  0.075
C5 2.861 3.440 0.961  0.033
C6 4.156 2.621 0.859  -0.004
C7 4.109 1.306 0.081  0.042
N3 3.104 0.301 0.439  0.040
C8 3.295 -0.300 1.757  -0.001
C9 2.545 0.456 2.862  0.030
N4 1.168 0.726 2.445  0.149
C10 0.553 1.752 3.285  0.041
H1 -1.538 1.824 3.737  -0.001
H2 -0.980 3.208 2.843  -0.001
H3 -2.499 1.855 1.508  0.009
H4 -1.583 0.410 1.828  0.010
H5 -1.288 1.020 -0.295  0.024
H6 -1.605 3.552 0.079  0.002
H7 -0.636 2.921 -1.240  0.010
H8 0.418 4.039 1.384  -0.001
H9 0.655 4.678 -0.235  -0.006
H10 2.051 3.001 -0.827  0.028
H11 2.590 3.513 2.017  0.003
H12 3.083 4.468 0.645  0.000
H13 4.548 2.438 1.866  0.000
H14 4.911 3.253 0.372  0.001
H15 5.105 0.845 0.116  -0.002
H16 3.949 1.554 -0.976  0.002
H17 3.207 -0.434 -0.299  0.039
H18 4.356 -0.408 2.010  0.001
H19 2.887 -1.318 1.714  -0.002
H20 3.074 1.384 3.095  -0.006
H21 2.547 -0.145 3.780  0.003
H22 0.611 -0.144 2.614  0.016
H23 1.147 2.669 3.278  0.002
H24 0.553 1.412 4.329  -0.002
C11 0.729 0.273 -6.083  0.013
C12 0.805 -0.031 -4.594  0.030
C13 1.186 1.211 -3.799  0.079
S1 1.173 0.951 -1.996  0.314
O1 -0.088 0.222 -1.642  0.086
C14 2.595 -0.181 -1.878  0.137
C15 2.212 -1.638 -1.642  -0.016
C16 1.849 -1.932 -0.192  -0.129
H25 0.458 -0.629 -6.641  0.002
H26 1.693 0.629 -6.460  0.000
H27 -0.026 1.038 -6.290  0.000
H28 1.537 -0.830 -4.439  0.001
H29 -0.165 -0.417 -4.261  -0.004
H30 0.465 2.013 -3.993  0.004
H31 2.175 1.582 -4.086  0.018
H32 3.221 0.186 -1.058  -0.098
H33 3.192 -0.093 -2.791  -0.001
H34 3.074 -2.266 -1.901  -0.002
H35 1.389 -1.948 -2.296  0.004
H36 2.681 -1.686 0.476  -0.012
H37 1.626 -2.997 -0.070  -0.001
H38 0.972 -1.367 0.133  -0.056
F1 -7.270 0.481 0.138  0.000
C17 -5.938 0.232 0.191  0.000
C18 -5.476 -1.086 0.259  0.000
C19 -4.104 -1.342 0.315  -0.001
C20 -3.186 -0.281 0.303  0.007
C21 -3.651 1.037 0.235  0.001
C22 -5.026 1.293 0.179  0.002
Sb1 -1.068 -0.678 0.394  0.079
C23 -1.480 -1.858 2.164  -0.004
C24 -0.927 -3.130 2.367  0.004
C25 -1.217 -3.849 3.532  0.001
C26 -2.054 -3.298 4.506  0.000
F2 -2.333 -3.995 5.636  0.000
C27 -2.597 -2.025 4.318  0.001
C28 -2.309 -1.308 3.155  0.002
C29 -1.358 -2.019 -1.283  0.010
C30 -0.810 -3.308 -1.321  -0.001
C31 -1.019 -4.131 -2.433  0.001
C32 -1.768 -3.669 -3.518  0.001
F3 -1.968 -4.467 -4.596  0.000
C33 -2.306 -2.380 -3.494  0.002
C34 -2.099 -1.558 -2.383  0.003
H39 -6.180 -1.909 0.269  0.000
H40 -3.754 -2.365 0.368  0.000
H41 -2.949 1.859 0.226  0.002
H42 -5.383 2.313 0.127  0.000
H43 -0.269 -3.568 1.638  -0.001
H44 -0.790 -4.832 3.680  0.000
H45 -3.240 -1.592 5.074  0.000
H46 -2.732 -0.321 3.025  -0.001
H47 -0.219 -3.679 -0.505  0.002
H48 -0.596 -5.127 -2.454  0.000
H49 -2.881 -2.015 -4.336  0.000
H50 -2.517 -0.560 -2.380  -0.007
H51 1.706 -0.689 0.394  0.024

=====

Record 4
C17H49N6O8P2S2Si2TeY | the ωB97M-V functional and the def2-TZVPD basis

As for the HOMO-LUMO gap: 7.65 eV. The energy above the lowest of the compared OMol25 structures with the same formula, charge and spin comes out at 0.0 kJ/mol. The HOMO energy is -7.60 eV. Its lowest unoccupied orbital energy is 0.053 eV.

Each line ends with the Löwdin charge.
Positions of all 88 atoms, in Å:
Y1 0.497 0.637 0.315  1.158
N1 -0.031 0.459 2.804  -0.032
N2 -1.263 -0.179 3.003  -0.007
C1 -1.849 -0.857 1.920  -0.753
O1 -2.765 -1.631 2.156  0.025
O2 -1.340 -0.571 0.773  -0.201
H1 0.750 -0.050 3.208  0.085
H2 -0.046 1.398 3.187  0.071
H3 -1.490 -0.525 3.922  0.137
C2 5.919 -2.022 1.464  -0.084
N3 4.685 -1.345 1.836  -0.289
C3 4.420 -1.313 3.269  -0.083
P1 3.514 -1.048 0.746  0.496
O3 2.409 -0.265 1.399  -0.363
O4 2.920 -2.491 0.273  -0.246
P2 1.447 -2.655 -0.371  0.477
O5 1.016 -1.317 -0.861  -0.348
N4 0.608 -3.395 0.806  -0.277
C4 -0.731 -3.905 0.479  -0.060
C5 0.868 -3.281 2.234  -0.059
N5 1.518 -3.679 -1.633  -0.292
C6 1.407 -3.228 -3.017  -0.079
C7 1.865 -5.083 -1.454  -0.083
N6 4.224 -0.453 -0.577  -0.282
C8 3.960 -0.832 -1.955  -0.071
C9 4.926 0.830 -0.411  -0.064
H4 6.758 -1.557 1.985  0.090
H5 6.087 -1.936 0.393  0.080
H6 5.886 -3.082 1.734  0.089
H7 5.275 -0.866 3.779  0.090
H8 4.268 -2.321 3.669  0.087
H9 3.544 -0.705 3.471  0.072
H10 -0.927 -3.792 -0.586  0.088
H11 -1.492 -3.341 1.021  0.071
H12 -0.796 -4.965 0.737  0.091
H13 1.852 -2.859 2.419  0.063
H14 0.823 -4.272 2.691  0.096
H15 0.111 -2.649 2.708  0.082
H16 1.098 -2.187 -3.042  0.069
H17 0.661 -3.837 -3.532  0.092
H18 2.362 -3.339 -3.538  0.087
H19 1.836 -5.339 -0.397  0.080
H20 2.861 -5.298 -1.849  0.089
H21 1.140 -5.708 -1.981  0.090
H22 3.592 -1.853 -2.005  0.056
H23 4.892 -0.781 -2.521  0.096
H24 3.229 -0.159 -2.410  0.092
H25 4.866 1.172 0.620  0.092
H26 4.449 1.599 -1.017  0.066
H27 5.974 0.716 -0.697  0.091
O6 3.303 3.511 -0.612  -0.391
S1 1.888 3.237 -0.653  0.056
O7 1.672 1.798 -1.152  -0.590
O8 1.066 4.144 -1.413  -0.415
S2 1.167 3.105 1.258  0.250
C10 -4.394 -0.772 -3.300  -0.181
Si1 -3.103 0.533 -2.932  0.379
C11 -3.189 1.911 -4.191  -0.184
C12 -1.405 -0.257 -2.968  -0.190
C13 -3.412 1.226 -1.214  -0.567
Te1 -1.907 2.628 -0.647  1.289
C14 -2.621 2.816 1.367  -0.568
Si2 -3.851 4.217 1.582  0.380
C15 -3.000 5.833 1.201  -0.182
C16 -5.312 3.964 0.436  -0.191
C17 -4.439 4.205 3.365  -0.185
H28 -4.251 -1.209 -4.292  0.029
H29 -5.398 -0.344 -3.265  0.031
H30 -4.349 -1.580 -2.567  0.032
H31 -3.034 1.526 -5.202  0.032
H32 -2.423 2.667 -4.004  0.025
H33 -4.160 2.410 -4.166  0.034
H34 -1.250 -0.808 -3.900  0.036
H35 -1.284 -0.954 -2.135  0.016
H36 -0.605 0.489 -2.909  0.028
H37 -3.369 0.419 -0.478  0.007
H38 -4.381 1.721 -1.151  -0.001
H39 -1.732 3.006 1.973  -0.027
H40 -3.019 1.836 1.641  0.012
H41 -2.649 5.857 0.167  0.023
H42 -2.132 5.982 1.846  0.037
H43 -3.678 6.677 1.345  0.032
H44 -4.997 4.007 -0.610  0.019
H45 -6.058 4.747 0.590  0.032
H46 -5.796 3.001 0.609  0.033
H47 -3.603 4.348 4.053  0.029
H48 -4.923 3.257 3.614  0.030
H49 -5.160 5.005 3.547  0.028

=====

Record 5
C38H72N2O3 | the ωB97M-V functional and the def2-TZVPD basis

As for the HOMO-LUMO gap: 7.86 eV. The HOMO energy is -7.86 eV. Its lowest unoccupied orbital energy is 0.001 eV.

Each line ends with the Löwdin charge.
Positions of all 115 atoms, in Å:
C1 2.532 -1.499 -4.371  -0.039
C2 3.771 -0.626 -4.274  -0.144
N1 4.757 -0.989 -3.201  0.032
C3 5.769 0.100 -2.902  -0.333
C4 6.504 0.532 -4.295  -0.077
C5 7.046 -0.586 -5.168  0.026
O1 6.831 -0.594 -2.093  -0.095
N2 7.986 0.090 -2.143  -0.026
O2 8.577 -0.188 -1.095  0.012
C6 5.213 1.298 -1.957  -0.196
O3 3.956 0.935 -1.221  -0.200
C7 4.356 0.768 0.216  -0.173
C8 2.999 0.412 1.127  -0.145
C9 1.770 0.307 -0.002  -0.145
C10 0.930 1.666 -0.408  -0.012
C11 -0.230 1.495 -1.570  -0.037
C12 -0.481 0.021 -2.243  -0.179
C13 -1.615 -0.163 -3.456  -0.120
C14 0.345 -1.329 -1.779  -0.044
C15 1.512 -1.199 -0.623  -0.032
C16 4.959 2.752 -2.642  -0.249
C17 6.352 3.649 -2.876  -0.089
C18 3.970 2.752 -3.965  -0.196
C19 3.343 4.223 -4.342  -0.234
C20 1.714 4.034 -4.660  -0.145
H1 1.674 -1.220 -5.131  0.054
H2 2.391 -2.466 -3.724  0.052
H3 3.858 0.207 -5.087  0.107
H4 4.324 -1.391 -2.342  0.125
H5 6.622 1.607 -4.739  0.095
H6 6.910 -0.432 -6.320  0.072
H7 7.530 -1.564 -4.700  0.090
H8 6.010 1.472 -1.085  0.144
H9 5.087 -0.154 0.368  0.142
H10 4.776 1.768 0.685  0.136
H11 3.165 -0.617 1.699  0.104
H12 2.798 1.287 1.909  0.119
H13 1.177 2.703 0.127  0.103
H14 -0.813 2.455 -1.897  0.083
H15 -1.035 0.020 -4.484  0.079
H16 -2.032 -1.257 -3.521  0.078
H17 -2.432 0.673 -3.397  0.069
H18 0.176 -2.399 -2.245  0.091
H19 2.165 -2.117 -0.235  0.099
H20 4.361 3.393 -1.827  0.149
H21 7.235 3.224 -2.195  0.091
H22 6.180 4.773 -2.561  0.083
H23 6.685 3.668 -4.001  0.074
H24 3.050 2.030 -3.787  0.104
H25 4.498 2.355 -4.950  0.102
H26 3.837 4.714 -5.312  0.115
H27 3.420 4.915 -3.401  0.102
H28 1.147 4.325 -3.668  0.073
H29 1.441 2.925 -4.968  0.075
H30 1.330 4.729 -5.518  0.068
C21 -7.318 2.649 -0.786  -0.117
C22 -6.569 3.740 -0.036  -0.274
C23 -5.430 4.361 -0.849  -0.228
C24 -4.304 3.400 -1.244  -0.230
C25 -3.610 2.687 -0.080  -0.272
C26 -2.909 3.639 0.877  -0.110
H31 -6.668 1.802 -1.023  0.066
H32 -8.144 2.271 -0.174  0.070
H33 -7.738 3.035 -1.719  0.075
H34 -6.192 3.342 0.913  0.099
H35 -7.281 4.533 0.225  0.105
H36 -5.011 5.199 -0.280  0.101
H37 -5.847 4.799 -1.765  0.109
H38 -3.553 3.964 -1.812  0.106
H39 -4.695 2.644 -1.934  0.099
H40 -2.865 1.997 -0.491  0.081
H41 -4.327 2.071 0.474  0.093
H42 -2.159 4.239 0.351  0.072
H43 -2.398 3.073 1.663  0.070
H44 -3.616 4.317 1.364  0.066
C27 -0.447 -2.269 2.590  -0.104
C28 0.825 -2.179 3.418  -0.262
C29 1.757 -3.378 3.229  -0.230
C30 1.181 -4.732 3.657  -0.227
C31 0.723 -4.820 5.115  -0.274
C32 1.850 -4.612 6.115  -0.117
H45 -1.058 -3.129 2.880  0.062
H46 -1.054 -1.368 2.733  0.067
H47 -0.214 -2.354 1.525  0.062
H48 0.568 -2.054 4.476  0.102
H49 1.366 -1.271 3.125  0.085
H50 2.688 -3.189 3.777  0.101
H51 2.040 -3.443 2.171  0.097
H52 1.943 -5.503 3.479  0.110
H53 0.337 -4.992 3.008  0.102
H54 0.288 -5.812 5.283  0.105
H55 -0.078 -4.098 5.309  0.098
H56 2.645 -5.349 5.964  0.076
H57 1.472 -4.726 7.136  0.070
H58 2.284 -3.611 6.033  0.066
C33 -6.565 -4.102 5.095  -0.118
C34 -6.797 -3.224 3.876  -0.275
C35 -5.734 -3.403 2.789  -0.228
C36 -4.305 -3.027 3.198  -0.232
C37 -4.121 -1.590 3.693  -0.272
C38 -4.446 -0.543 2.639  -0.116
H59 -5.626 -3.854 5.599  0.066
H60 -7.375 -3.962 5.819  0.070
H61 -6.540 -5.159 4.815  0.075
H62 -6.859 -2.174 4.184  0.099
H63 -7.775 -3.475 3.448  0.105
H64 -6.028 -2.815 1.911  0.101
H65 -5.734 -4.450 2.462  0.109
H66 -3.645 -3.192 2.336  0.104
H67 -3.957 -3.714 3.978  0.101
H68 -3.076 -1.461 4.000  0.089
H69 -4.727 -1.412 4.588  0.101
H70 -3.822 -0.679 1.749  0.075
H71 -4.256 0.460 3.035  0.069
H72 -5.496 -0.587 2.336  0.066

=====

Record 6
C3H2NO2S | the ωB97M-V functional and the def2-TZVPD basis

Its net charge is -1. As for the HOMO-LUMO gap: 5.75 eV. The energy above the lowest of the compared OMol25 structures with the same formula, charge and spin comes out at 292.6 kJ/mol. The HOMO energy is -2.02 eV. Its lowest unoccupied orbital energy is 3.729 eV.

Each line ends with the Löwdin charge.
Positions of all 9 atoms, in Å:
C1 -0.111 -0.892 -0.942  -0.615
C2 -1.286 1.071 -0.327  -0.408
C3 1.253 1.494 -0.184  -0.689
N1 -1.214 -0.129 -0.596  -0.026
O1 2.163 2.267 0.057  -0.125
O2 -1.912 2.131 -0.151  -0.021
S1 1.468 -0.200 -0.400  0.867
H1 -0.213 -1.917 -0.559  -0.021
H2 0.249 1.891 -0.084  0.039

=====

Record 7
C4H11NO3 | the ωB97M-V functional and the def2-TZVPD basis

As for the HOMO-LUMO gap: 10.56 eV. The energy above the lowest of the compared OMol25 structures with the same formula, charge and spin comes out at 226.8 kJ/mol. The HOMO energy is -9.97 eV. Its lowest unoccupied orbital energy is 0.590 eV.

Each line ends with the Löwdin charge.
Positions of all 19 atoms, in Å:
C1 1.525 1.048 0.311  -0.127
C2 1.650 -0.405 0.715  -0.258
C3 0.930 -1.494 -0.038  -0.249
N1 -0.367 -1.682 0.526  0.046
C4 -1.511 -0.951 0.175  -0.504
O1 -2.608 -1.067 0.641  0.085
O2 -1.479 -0.168 -1.041  -0.006
H1 0.944 1.252 -0.511  0.014
H2 1.260 1.826 1.168  0.120
H3 2.383 1.526 -0.203  0.072
H4 2.728 -0.714 0.638  0.108
H5 1.286 -0.437 1.845  0.146
H6 1.554 -2.425 0.108  0.132
H7 0.762 -1.365 -1.137  0.136
H8 -0.308 -2.306 1.367  0.176
H9 -2.326 0.395 -1.160  0.126
O3 -2.252 2.620 -0.888  -0.025
H10 -2.058 1.752 -0.656  -0.060
H11 -2.112 2.594 -1.859  0.068

=====

Record 8
C4H6N2O | the ωB97M-V functional and the def2-TZVPD basis

As for the HOMO-LUMO gap: 9.71 eV. The energy above the lowest of the compared OMol25 structures with the same formula, charge and spin comes out at 531.5 kJ/mol. The HOMO energy is -9.88 eV. Its lowest unoccupied orbital energy is -0.176 eV.

Each line ends with the Löwdin charge.
Positions of all 13 atoms, in Å:
C1 -1.175 0.100 -0.753  -0.035
C2 0.019 0.066 0.228  -0.590
O1 -0.564 -0.486 1.401  -0.091
C3 0.912 -1.088 0.017  -0.123
N1 2.180 -0.840 -0.092  0.078
N2 2.222 0.531 0.242  0.038
C4 1.066 1.081 0.339  -0.074
H1 -1.053 0.702 -1.927  0.159
H2 -1.633 -0.865 -1.062  0.064
H3 -2.042 0.807 -0.048  0.152
H4 -1.575 -0.085 1.658  0.198
H5 0.678 -2.011 -0.504  0.129
H6 0.965 2.090 0.498  0.093

=====

no.,energy (eV)
1,-9162.3588
2,-13456.9957
3,-71706.3517
4,-108098.0027
5,-49676.8212
6,-19562.1735
7,-11957.7586
8,-9267.9937